No. 1
Formula: C20H35ClCuN5O4
Source: the OMol25 dataset
Level of theory: ωB97M-V/def2-TZVPD

Values from the calculation:
charge = 0
ΔE to the lowest compared entry with this formula, charge and spin = 105.84 kcal/mol
LUMO level = -3.29 eV
multiplicity = 1
frontier orbital gap = 4.37 eV
HOMO = -7.7 eV

Each line ends with the Mulliken charge.
Cartesian coordinates (Å):
Cu1 -0.90 -0.87 0.03  0.960
Cl1 3.97 -0.23 -2.13  1.652
O1 4.16 -1.41 -1.32  -0.682
O2 2.58 -0.09 -2.29  -0.659
O3 4.51 0.90 -1.35  -0.684
O4 4.60 -0.33 -3.40  -0.623
C1 3.84 1.14 7.03  -1.076
C2 4.78 0.19 6.31  -0.397
C3 4.70 0.30 4.81  -0.367
C4 3.33 0.16 4.31  0.190
N1 2.27 0.06 3.84  -0.426
H1 2.84 0.70 7.14  0.305
H2 3.68 2.05 6.43  0.311
H3 4.27 1.54 7.94  0.326
H4 4.52 -0.83 6.61  0.276
H5 5.82 0.35 6.61  0.308
H6 5.22 -0.55 4.36  0.271
H7 5.12 1.25 4.49  0.285
C5 -1.33 7.58 -1.84  -1.142
C6 -0.18 7.17 -0.91  -0.345
C7 0.40 5.79 -1.25  -0.363
C8 -0.56 4.67 -0.99  0.177
N2 -1.32 3.84 -0.82  -0.416
H8 -2.07 6.78 -1.92  0.309
H9 -1.03 7.73 -2.88  0.326
H10 -1.92 8.44 -1.51  0.319
H11 -0.42 7.27 0.15  0.326
H12 0.55 7.94 -1.15  0.264
H13 1.25 5.55 -0.61  0.270
H14 0.69 5.78 -2.30  0.282
C9 0.47 -4.22 -4.90  -1.138
C10 1.60 -4.99 -4.21  -0.384
C11 1.17 -5.87 -2.99  -0.448
C12 0.38 -5.19 -1.97  0.259
N3 -0.27 -4.71 -1.11  -0.464
H15 -0.34 -4.86 -5.24  0.312
H16 0.80 -3.70 -5.80  0.347
H17 0.03 -3.44 -4.27  0.310
H18 2.38 -4.34 -3.80  0.284
H19 2.12 -5.57 -4.97  0.301
H20 2.01 -6.33 -2.46  0.325
H21 0.67 -6.80 -3.25  0.308
C13 -4.73 3.41 -5.16  -1.147
C14 -5.61 2.26 -5.67  -0.429
C15 -4.97 0.89 -5.82  -0.253
C16 -4.35 0.42 -4.54  0.127
N4 -3.90 -0.03 -3.60  -0.385
H22 -5.33 4.27 -4.88  0.309
H23 -3.99 3.65 -5.93  0.307
H24 -4.15 3.18 -4.26  0.351
H25 -6.01 2.65 -6.60  0.290
H26 -6.46 2.21 -4.99  0.307
H27 -4.16 0.97 -6.55  0.260
H28 -5.69 0.11 -6.03  0.266
C17 -0.78 -5.29 5.31  -1.182
C18 -0.57 -3.92 5.92  -0.277
C19 -1.83 -2.99 5.88  -0.388
C20 -2.28 -2.48 4.56  0.184
N5 -2.66 -2.08 3.53  -0.440
H29 -1.76 -5.68 5.57  0.316
H30 -0.06 -6.04 5.64  0.329
H31 -0.85 -5.32 4.22  0.328
H32 0.25 -3.47 5.37  0.252
H33 -0.23 -4.11 6.94  0.301
H34 -1.56 -2.02 6.31  0.266
H35 -2.69 -3.45 6.38  0.320

No. 2
Formula: C4H10N2
Source: the OMol25 dataset
Level of theory: ωB97M-V/def2-TZVPD

Values from the calculation:
charge = 0
ΔE to the lowest compared entry with this formula, charge and spin = 151.31 kcal/mol
LUMO level (alpha / beta) = 0.78 / 0.66 eV
multiplicity = 1
frontier orbital gap (alpha / beta) = 8.39 / 8.55 eV
HOMO (alpha / beta) = -7.6 / -7.9 eV

Each line ends with the Mulliken charge.
Cartesian coordinates (Å):
C1 1.47 -0.35 0.26  -0.028
C2 0.52 0.54 0.11  -0.203
C3 3.01 -0.17 0.13  -1.107
C4 -2.30 0.99 -0.01  -0.895
N1 -1.79 -1.43 -0.06  -0.410
N2 -1.68 -0.16 0.52  -0.234
H1 1.09 -1.34 0.17  0.127
H2 0.46 1.55 0.31  0.285
H3 3.34 -0.31 -0.84  0.301
H4 3.23 0.85 0.26  0.360
H5 3.63 -0.88 0.80  0.264
H6 -1.88 1.81 0.37  0.380
H7 -2.48 1.21 -1.14  0.274
H8 -3.30 0.95 0.30  0.397
H9 -0.90 -1.86 -0.27  0.247
H10 -2.41 -1.40 -0.92  0.245

No. 3
Formula: C27H63IN13O8
Source: the OMol25 dataset
Level of theory: ωB97M-V/def2-TZVPD

Values from the calculation:
charge = +1
LUMO level = -3.73 eV
multiplicity = 1
frontier orbital gap = 6.32 eV
HOMO = -10.1 eV

Each line ends with the Mulliken charge.
Cartesian coordinates (Å):
C1 -3.88 0.64 1.34  -0.988
N1 -4.48 1.98 1.33  0.376
N2 -5.81 2.18 1.20  -0.353
C2 -5.98 3.53 1.26  0.863
N3 -7.18 4.11 1.19  -0.571
I1 -8.93 3.13 0.97  0.217
N4 -4.84 4.14 1.40  -0.673
C3 -3.91 3.17 1.45  0.141
N5 -2.55 3.26 1.63  -0.358
H1 -4.62 -0.10 1.61  0.317
H2 -3.10 0.67 2.08  0.352
H3 -3.48 0.39 0.37  0.499
H4 -6.46 1.42 1.11  0.208
H5 -7.21 5.11 1.23  0.305
H6 -2.35 4.05 2.24  0.302
H7 -2.09 3.44 0.74  0.258
C4 -1.10 -0.69 -1.74  -1.384
C5 -1.90 -1.82 -1.14  0.674
O1 -3.03 -1.64 -0.68  -0.707
N6 -1.34 -3.04 -1.12  0.153
C6 -0.03 -3.44 -1.61  -0.762
H8 -1.68 0.22 -1.68  0.349
H9 -0.17 -0.55 -1.19  0.362
H10 -0.87 -0.90 -2.79  0.369
H11 -1.93 -3.74 -0.70  0.233
H12 -0.16 -4.22 -2.37  0.170
H13 0.56 -3.82 -0.78  0.210
H14 0.50 -2.60 -2.06  0.334
C7 -3.55 -3.23 -3.70  0.223
C8 -3.10 -4.44 -4.48  0.569
O2 -2.00 -4.95 -4.27  -0.628
N7 -3.94 -4.96 -5.40  -0.133
C9 -5.26 -4.48 -5.80  -0.809
H15 -2.76 -2.97 -3.01  -0.713
H16 -3.74 -2.39 -4.37  0.037
H17 -4.45 -3.45 -3.13  0.377
H18 -3.57 -5.78 -5.86  0.237
H19 -5.99 -5.27 -5.61  0.282
H20 -5.25 -4.26 -6.87  0.248
H21 -5.54 -3.59 -5.26  0.352
C10 0.50 -3.24 2.29  -1.233
C11 1.87 -3.29 1.66  0.823
O3 2.10 -3.94 0.65  -0.725
N8 2.85 -2.56 2.25  -0.129
C12 2.76 -1.73 3.43  -0.585
H22 -0.18 -3.86 1.70  0.256
H23 0.53 -3.63 3.31  0.459
H24 0.11 -2.22 2.30  0.267
H25 3.74 -2.63 1.78  0.242
H26 3.03 -0.70 3.18  -0.043
H27 3.46 -2.09 4.19  0.359
H28 1.76 -1.73 3.84  0.258
C13 3.22 1.70 1.50  -1.296
C14 1.76 1.60 1.85  0.848
O4 1.27 0.60 2.35  -0.623
N9 0.98 2.69 1.58  0.095
C15 1.38 3.95 0.98  -0.776
H29 3.70 0.77 1.77  0.278
H30 3.35 1.86 0.43  0.393
H31 3.69 2.52 2.05  0.312
H32 0.02 2.56 1.84  0.091
H33 1.16 4.76 1.67  0.071
H34 0.81 4.11 0.06  0.310
H35 2.43 3.97 0.75  0.377
C16 1.87 6.58 4.42  -1.215
C17 3.19 6.16 3.82  0.818
O5 3.26 5.58 2.75  -0.640
N10 4.31 6.46 4.52  -0.155
C18 4.42 7.14 5.81  -0.744
H36 1.07 6.28 3.75  0.157
H37 1.72 6.10 5.39  0.363
H38 1.83 7.67 4.55  0.399
H39 5.15 6.16 4.07  0.221
H40 5.03 8.04 5.68  0.286
H41 4.92 6.48 6.51  0.248
H42 3.45 7.42 6.19  0.319
C19 0.64 -6.44 -4.53  -1.214
C20 2.13 -6.61 -4.35  0.660
O6 2.92 -5.71 -4.60  -0.666
N11 2.57 -7.82 -3.90  -0.145
C21 1.79 -8.99 -3.56  -0.795
H43 0.44 -5.44 -4.89  0.264
H44 0.25 -7.15 -5.26  0.499
H45 0.12 -6.57 -3.58  0.364
H46 3.57 -7.86 -3.81  0.225
H47 1.96 -9.25 -2.51  0.271
H48 2.09 -9.83 -4.18  0.273
H49 0.73 -8.81 -3.70  0.313
C22 -7.03 -0.34 -7.28  -1.497
C23 -5.78 -0.82 -6.59  0.880
O7 -5.82 -1.59 -5.64  -0.616
N12 -4.59 -0.36 -7.05  -0.114
C24 -4.35 0.55 -8.15  -0.893
H50 -7.89 -0.80 -6.80  0.308
H51 -7.12 0.74 -7.21  0.399
H52 -7.02 -0.64 -8.33  0.383
H53 -3.80 -0.72 -6.54  0.186
H54 -3.72 0.06 -8.90  0.298
H55 -3.82 1.44 -7.79  0.291
H56 -5.28 0.86 -8.62  0.345
C25 8.27 4.40 8.74  -1.357
C26 7.29 4.58 7.61  0.833
O8 6.27 5.23 7.73  -0.658
N13 7.59 3.98 6.43  -0.124
C27 8.75 3.17 6.09  -0.851
H57 7.89 4.93 9.61  0.297
H58 8.37 3.35 9.00  0.374
H59 9.24 4.81 8.48  0.372
H60 6.90 4.13 5.71  0.162
H61 9.29 3.63 5.26  0.289
H62 8.43 2.17 5.79  0.292
H63 9.42 3.08 6.94  0.325

No. 4
Formula: C5H8NO
Source: the OMol25 dataset
Level of theory: ωB97M-V/def2-TZVPD

Values from the calculation:
charge = +1
ΔE to the lowest compared entry with this formula, charge and spin = 84.26 kcal/mol
LUMO level = -4.99 eV
multiplicity = 1
frontier orbital gap = 9.41 eV
HOMO = -14.4 eV

Each line ends with the Mulliken charge.
Cartesian coordinates (Å):
C1 1.38 -0.53 -0.85  -0.614
C2 1.13 0.62 -0.23  -0.245
C3 0.25 -1.39 -1.16  -0.002
C4 -1.10 -1.08 -0.69  0.136
C5 -0.57 0.98 1.56  -0.941
N1 -0.16 0.86 0.15  -0.297
O1 -0.99 -0.77 -1.93  -0.258
H1 2.44 -0.67 -1.08  0.395
H2 1.85 1.28 0.12  0.502
H3 0.36 -2.43 -1.37  0.526
H4 -1.99 -1.33 -0.07  0.407
H5 -1.70 1.10 1.79  0.304
H6 -0.18 0.19 2.10  0.423
H7 0.02 1.76 2.13  0.343
H8 -0.73 1.40 -0.46  0.321